No. 1
91
Properties=species:S:1:pos:R:3:lowdin_charge:R:1 method="wB97M-V/def2-TZVPD" orbital_gap_ev=8.5 e_tot_ev=-73369.82495 lumo_energy_ev=-0.6 spin_multiplicity=1
C 6.046 3.131 1.443 -0.13
C 4.759 3.399 0.633 -0.66
Cl 3.669 1.975 0.388 0.61
C 4.391 4.592 0.099 -0.60
Cl 5.513 5.997 0.298 0.62
C 3.056 4.788 -0.667 -0.24
C 2.948 4.804 -2.117 0.00
C 1.609 4.951 -2.704 0.01
C 0.433 5.078 -1.870 -0.05
C 0.547 5.109 -0.389 -0.04
C 1.863 4.962 0.188 0.04
C -0.766 5.287 0.449 -0.28
O -0.837 6.017 1.407 0.11
C -1.978 4.467 -0.098 -0.07
C -2.925 3.770 0.746 -0.01
C -4.026 2.974 0.170 -0.05
C -4.118 2.893 -1.298 -0.05
C -3.164 3.624 -2.148 0.01
C -2.088 4.406 -1.578 -0.06
C -1.029 5.192 -2.425 -0.28
O -1.329 5.846 -3.392 0.11
H 6.747 2.415 0.923 0.09
H 5.811 2.639 2.431 0.08
H 6.644 4.042 1.679 0.05
H 3.880 4.692 -2.716 0.12
H 1.455 4.965 -3.811 0.12
H 1.991 4.976 1.291 0.13
H -2.779 3.866 1.850 0.11
H -4.758 2.433 0.820 0.10
H -4.944 2.273 -1.701 0.09
H -3.231 3.555 -3.258 0.10
C 0.631 -1.007 2.955 -0.05
C 1.890 -1.765 3.348 -0.50
C 2.794 -0.919 4.231 -0.06
O 2.599 -2.147 2.171 -0.07
H 0.880 -0.107 2.384 0.08
H -0.003 -1.623 2.312 0.07
H 0.056 -0.714 3.835 0.08
H 1.616 -2.682 3.876 0.13
H 3.118 -0.015 3.705 0.08
H 3.697 -1.471 4.496 0.07
H 2.283 -0.623 5.150 0.08
H 2.846 -1.342 1.698 0.08
C -1.771 -0.784 -1.841 -0.05
C -3.231 -0.771 -1.416 -0.48
C -3.839 -2.163 -1.483 -0.05
O -3.966 0.111 -2.264 -0.08
H -1.670 -1.127 -2.875 0.08
H -1.351 0.224 -1.797 0.08
H -1.179 -1.438 -1.197 0.08
H -3.314 -0.383 -0.398 0.14
H -3.808 -2.553 -2.506 0.08
H -4.890 -2.138 -1.186 0.08
H -3.308 -2.858 -0.829 0.05
H -3.902 -0.219 -3.169 0.09
C 0.101 -4.980 1.213 -0.05
C -1.359 -4.957 1.636 -0.49
C -1.986 -6.339 1.539 -0.06
O -2.081 -4.048 0.804 -0.08
H 0.201 -5.302 0.172 0.08
H 0.535 -3.980 1.277 0.06
H 0.684 -5.655 1.844 0.08
H -1.439 -4.589 2.661 0.14
H -1.958 -6.707 0.509 0.08
H -3.037 -6.305 1.834 0.08
H -1.466 -7.055 2.179 0.08
H -2.016 -4.365 -0.106 0.08
C 3.195 -6.447 6.455 -0.07
C 3.022 -5.205 5.594 -0.50
C 3.718 -5.361 4.251 -0.06
O 3.559 -4.074 6.278 -0.06
H 4.253 -6.632 6.663 0.08
H 2.700 -6.316 7.420 0.08
H 2.777 -7.329 5.964 0.08
H 1.958 -5.013 5.436 0.13
H 4.794 -5.509 4.383 0.08
H 3.595 -4.458 3.647 0.07
H 3.316 -6.210 3.694 0.08
H 4.500 -4.233 6.422 0.09
C -2.921 3.837 -7.181 -0.06
C -2.774 2.405 -6.690 -0.50
C -3.077 1.407 -7.796 -0.07
O -3.660 2.185 -5.593 -0.07
H -3.945 4.031 -7.514 0.08
H -2.710 4.543 -6.375 0.08
H -2.241 4.042 -8.011 0.08
H -1.758 2.247 -6.321 0.14
H -4.107 1.519 -8.150 0.08
H -2.978 0.384 -7.427 0.08
H -2.402 1.539 -8.644 0.08
H -4.563 2.323 -5.907 0.09

=====

No. 2
158
Properties=species:S:1:pos:R:3:lowdin_charge:R:1 method="wB97M-V/def2-TZVPD" orbital_gap_ev=5.9 e_tot_ev=-387610.15525 lumo_energy_ev=1.5 spin_multiplicity=1 charge=-1 de_lowest_kcal_mol=193.7
C 4.589 -3.241 1.456 -0.16
C 4.284 -1.659 1.024 -0.23
C 4.713 -0.585 2.214 -0.25
C 4.424 0.986 1.824 -0.23
C 2.830 1.324 2.005 -0.19
C 2.215 1.952 0.592 -0.18
C 1.372 3.369 0.860 -0.21
C -0.281 3.131 0.776 -0.20
C -0.882 3.593 2.231 -0.26
C -2.234 2.791 2.707 -0.19
C -3.056 2.045 1.499 -0.11
B -4.550 1.492 1.914 -0.94
C -5.607 2.333 0.970 -0.13
N -5.787 1.485 -0.307 -0.15
C -7.226 1.491 -0.771 -0.18
O -4.644 1.649 3.409 -0.15
C -4.336 0.243 3.835 -0.62
Cl -4.346 -0.168 5.641 0.51
C -5.458 -0.488 2.836 -0.59
S -7.054 0.347 3.477 0.76
C -5.462 -2.127 2.853 -0.18
C -6.943 -2.821 2.723 -0.65
C -7.798 -2.369 1.389 -0.17
Cl -6.628 -4.679 2.566 0.43
O -4.915 0.076 1.556 -0.08
H 5.055 -3.303 2.550 0.02
H 5.366 -3.633 0.665 0.07
H 3.600 -3.897 1.397 0.00
H 4.896 -1.432 0.049 0.10
H 3.110 -1.586 0.841 0.06
H 4.103 -0.846 3.178 0.05
H 5.873 -0.694 2.423 0.05
H 4.751 1.201 0.707 0.03
H 5.046 1.703 2.538 0.11
H 2.719 2.046 2.922 0.11
H 2.303 0.296 2.305 0.06
H 3.034 2.192 -0.209 0.08
H 1.513 1.098 0.155 0.06
H 1.705 4.228 0.101 0.09
H 1.722 3.738 1.921 0.07
H -0.445 2.004 0.505 0.08
H -0.769 3.815 -0.063 0.10
H -0.098 3.575 3.110 0.06
H -1.201 4.735 2.112 0.03
H -1.952 1.957 3.500 0.11
H -2.892 3.585 3.308 0.12
H -3.153 2.820 0.618 0.10
H -2.381 1.163 1.096 0.08
H -6.670 2.426 1.454 0.09
H -5.255 3.425 0.704 0.10
H -5.115 1.785 -1.047 0.08
H -7.248 1.442 -1.964 0.08
H -7.851 2.423 -0.433 0.07
H -7.784 0.494 -0.426 0.07
H -3.333 -0.150 3.349 0.14
H -7.075 -0.060 4.848 -0.10
H -5.029 -2.450 3.917 0.11
H -4.738 -2.625 2.059 0.13
H -7.615 -2.713 3.685 0.10
H -7.130 -1.791 0.587 0.10
H -8.432 -3.234 0.908 0.03
H -8.589 -1.560 1.764 0.07
Cl 1.117 -2.049 2.827 0.54
C 0.115 -3.517 2.722 -0.64
C 0.676 -4.658 3.556 -0.64
Cl 2.204 -5.288 2.891 0.57
H 0.027 -3.794 1.666 0.06
H -0.881 -3.246 3.085 0.08
H -0.031 -5.492 3.567 0.07
H 0.857 -4.350 4.590 0.06
Cl -6.548 -7.548 -2.771 0.52
C -5.879 -7.300 -1.140 -0.66
C -5.176 -5.959 -1.004 -0.66
Cl -3.674 -5.887 -1.960 0.55
H -5.205 -8.134 -0.919 0.07
H -6.721 -7.350 -0.442 0.07
H -4.894 -5.791 0.039 0.06
H -5.819 -5.133 -1.321 0.07
Cl 6.062 1.660 -1.485 0.60
C 7.578 2.557 -1.227 -0.65
C 8.622 1.724 -0.499 -0.67
Cl 8.168 1.406 1.194 0.55
H 7.342 3.475 -0.679 0.08
H 7.952 2.838 -2.216 -0.02
H 9.575 2.261 -0.475 0.06
H 8.785 0.761 -0.993 0.07
Cl -10.583 -1.684 -1.328 0.56
C -11.585 -3.152 -1.433 -0.66
C -11.024 -4.293 -0.599 -0.65
Cl -9.496 -4.923 -1.263 0.55
H -11.673 -3.429 -2.488 0.02
H -12.581 -2.882 -1.069 0.07
H -11.731 -5.127 -0.587 0.07
H -10.843 -3.985 0.435 0.07
Cl 13.061 3.114 0.297 0.53
C 12.283 2.365 1.712 -0.67
C 12.557 0.872 1.796 -0.66
Cl 11.750 -0.035 0.493 0.55
H 11.210 2.575 1.662 0.05
H 12.686 2.866 2.597 0.07
H 12.174 0.476 2.741 0.07
H 13.629 0.655 1.746 0.07
Cl 8.431 3.242 -4.532 0.58
C 6.898 3.968 -5.074 -0.66
C 5.776 2.945 -5.160 -0.65
Cl 6.035 1.770 -6.474 0.54
H 7.075 4.454 -6.039 0.05
H 6.640 4.742 -4.345 0.05
H 4.829 3.449 -5.369 0.08
H 5.666 2.388 -4.224 0.03
Cl 3.537 -2.398 5.320 0.57
C 4.901 -3.305 6.017 -0.65
C 6.208 -2.533 5.932 -0.64
Cl 6.783 -2.366 4.254 0.60
H 4.968 -4.268 5.501 0.07
H 4.651 -3.497 7.065 0.07
H 6.990 -3.064 6.482 0.07
H 6.112 -1.530 6.359 0.07
Cl -8.764 -4.744 -6.639 0.53
C -8.365 -3.203 -5.843 -0.66
C -9.205 -2.964 -4.598 -0.66
Cl -10.918 -2.667 -4.989 0.55
H -8.492 -2.399 -6.575 0.07
H -7.306 -3.251 -5.571 0.07
H -8.844 -2.077 -4.070 0.07
H -9.157 -3.814 -3.910 0.03
Cl 0.197 -3.756 -6.352 0.53
C -0.986 -5.073 -6.164 -0.67
C -1.405 -5.268 -4.716 -0.69
Cl -0.080 -5.907 -3.712 0.53
H -0.548 -5.985 -6.583 0.07
H -1.857 -4.806 -6.770 0.07
H -2.222 -5.993 -4.660 0.05
H -1.749 -4.331 -4.267 0.06
Cl 0.855 5.975 4.035 0.58
C 1.040 7.496 3.128 -0.65
C -0.171 7.801 2.262 -0.64
Cl -0.332 6.659 0.904 0.60
H 1.955 7.427 2.532 0.07
H 1.177 8.291 3.868 0.07
H -0.075 8.799 1.825 0.07
H -1.099 7.771 2.842 0.07
Cl -2.788 -0.470 -1.446 0.59
C -1.155 -0.518 -2.154 -0.66
C -0.297 -1.617 -1.547 -0.63
Cl 0.121 -1.282 0.152 0.58
H -0.699 0.468 -2.024 0.07
H -1.280 -0.696 -3.227 0.06
H 0.647 -1.697 -2.094 0.07
H -0.798 -2.589 -1.587 0.06
Cl 6.270 7.509 -6.424 0.55
C 7.787 8.405 -6.166 -0.66
C 8.830 7.573 -5.439 -0.66
Cl 8.376 7.255 -3.746 0.55
H 7.550 9.323 -5.619 0.07
H 8.160 8.687 -7.155 0.07
H 9.783 8.110 -5.414 0.07
H 8.994 6.610 -5.932 0.07

=====

No. 3
13
Properties=species:S:1:pos:R:3:lowdin_charge:R:1 method="wB97M-V/def2-TZVPD" orbital_gap_ev="9.4 / 8.8" e_tot_ev=-7226.05682 lumo_energy_ev="-4.7 / -4.6" spin_multiplicity=1 charge=+1 de_lowest_kcal_mol=223.3
C 1.429 0.802 -0.143 -0.21
C 0.135 1.486 0.037 -0.02
C 0.227 -1.201 0.233 -0.03
C 1.453 -0.638 -0.234 -0.24
N 2.305 0.234 0.578 0.26
N -0.550 0.217 0.539 0.08
H 0.328 2.263 0.832 0.16
H -0.374 1.959 -0.825 0.15
H -0.460 -1.791 -0.491 0.17
H 0.333 -1.657 1.209 0.13
H 2.541 -1.480 -2.277 0.15
H -0.314 0.208 1.602 0.21
H -1.551 0.194 0.321 0.18

=====

No. 4
59
Properties=species:S:1:pos:R:3:lowdin_charge:R:1 method="wB97M-V/def2-TZVPD" orbital_gap_ev="4.6 / 6.1" e_tot_ev=-76931.76063 lumo_energy_ev="-0.8 / -0.8" spin_multiplicity=4 de_lowest_kcal_mol=0.0
C 1.615 -1.754 0.592 -0.18
C 1.185 -1.848 -0.764 -0.17
C 2.087 -1.048 -1.550 -0.20
H 0.148 -2.246 -1.061 0.09
C 3.086 -0.532 -0.703 -0.22
C 2.820 -0.991 0.632 -0.18
H 3.431 -0.822 1.531 0.12
H 1.046 -2.196 1.428 0.11
H 1.965 -0.869 -2.644 0.12
H 3.979 0.044 -1.033 0.13
Co 1.389 0.136 -0.070 0.29
C -1.091 1.776 -0.657 -0.21
H -0.491 2.146 -1.507 -0.02
H -0.798 2.147 0.329 -0.01
H -2.038 2.328 -0.833 0.00
Si -1.598 -0.448 -1.030 0.69
C -2.066 -1.527 0.494 -0.28
C -1.966 -2.913 0.693 -0.10
H -1.401 -3.541 -0.006 0.10
C -2.574 -3.474 1.831 -0.10
H -2.485 -4.552 1.975 0.10
C -3.238 -2.675 2.767 -0.10
H -3.677 -3.128 3.655 0.10
C -3.288 -1.284 2.599 -0.10
H -3.761 -0.642 3.350 0.10
C -2.690 -0.723 1.473 -0.14
H -2.694 0.365 1.320 0.10
C -1.573 -1.320 -2.761 -0.28
C -2.549 -2.303 -2.991 -0.11
H -3.066 -2.767 -2.150 0.10
C -2.859 -2.642 -4.307 -0.09
H -3.610 -3.410 -4.501 0.10
C -2.199 -1.997 -5.368 -0.09
H -2.440 -2.273 -6.403 0.10
C -1.221 -1.016 -5.124 -0.09
H -0.702 -0.515 -5.948 0.10
C -0.892 -0.683 -3.811 -0.11
H -0.144 0.085 -3.603 0.09
H 0.148 0.078 -1.106 0.01
H -2.852 -0.017 -0.953 -0.05
N 1.811 1.895 -0.728 0.03
C 2.192 2.646 0.457 -0.19
C 3.052 3.723 0.361 -0.01
C 3.449 4.324 1.581 -0.07
C 2.940 3.879 2.792 -0.03
C 1.988 2.825 2.896 -0.15
C 1.515 2.230 4.074 0.01
C 0.731 1.089 3.983 -0.04
C 0.470 0.476 2.771 -0.07
N 0.903 1.027 1.621 0.06
C 1.602 2.221 1.674 -0.13
H 0.958 2.353 -1.042 0.05
H 2.500 2.020 -1.494 0.14
H 3.380 4.102 -0.629 0.13
H 4.166 5.157 1.527 0.11
H 3.289 4.354 3.713 0.11
H 1.799 2.615 5.057 0.12
H 0.358 0.601 4.877 0.11
H -0.038 -0.486 2.728 0.12